Entry from the OMol25 dataset: C19H15Cl3N5O5STi as an isolated structure (ωB97M-V/def2-TZVPD).

The geometry in ORCA input format:
```
! RIJCOSX wB97M-V def2-TZVPD def2/J DEFGRID3
* xyz -1 1
Ti -0.567 -1.347 -0.833
N 3.469 3.094 1.158
C 2.138 2.761 1.021
C 1.396 2.340 2.132
C 0.076 1.966 1.989
C -0.529 2.008 0.738
C 0.199 2.413 -0.372
C 1.520 2.792 -0.231
S -2.224 1.563 0.602
O -2.819 1.713 1.902
O -2.778 2.314 -0.504
N -2.120 -0.001 0.160
C -2.936 -0.986 0.601
N -2.415 -2.188 0.251
C -3.080 -3.290 0.543
C -4.283 -3.230 1.227
C -4.740 -1.955 1.542
N -4.107 -0.833 1.235
H 3.826 3.283 2.076
H 3.927 3.567 0.401
H 1.874 2.290 3.103
H -0.500 1.644 2.846
H -0.275 2.438 -1.346
H 2.094 3.083 -1.101
H -2.634 -4.224 0.216
H -4.842 -4.117 1.482
H -5.686 -1.833 2.063
Cl 6.271 0.622 0.381
C 4.618 0.025 0.367
C 4.095 -0.507 1.551
C 2.787 -0.947 1.532
C 2.000 -0.860 0.382
O 0.737 -1.313 0.430
C 2.534 -0.313 -0.826
C 1.778 -0.173 -1.997
O 0.498 -0.487 -2.025
C 3.890 0.119 -0.782
H 4.701 -0.567 2.443
H 2.331 -1.363 2.422
H 2.206 0.228 -2.911
H 4.336 0.548 -1.671
Cl -2.530 -1.153 -2.965
C -2.947 0.572 -3.123
Cl -1.739 1.449 -4.071
H -2.988 1.009 -2.131
H -3.898 0.631 -3.637
O -1.299 -5.296 -2.512
C -0.889 -4.259 -2.086
N -0.474 -3.231 -1.666
*
```

For the energy above the lowest of the compared OMol25 structures with the same formula, charge and spin, the calculation gives 0.000 eV. The calculated total energy is -4011.481338 hartree.